DFT (ωB97M-V/def2-TZVPD) results for a molecular structure, C43H42BrIIrN5O3.

Calculated values
- E: -5139.30234 Eh
- Highest occupied orbital energy (alpha / beta): -7.26 / -7.53 eV
- Molar mass: 1075.87 u
- E_LUMO (alpha / beta): -1.27 / -1.35 eV
- Energy relative to the best compared isomer or geometry (same formula, charge and spin): 0.00 kcal per mole
- Max |F|: 0.0374 Eh/bohr
- Frontier orbital gap (alpha / beta): 0.22012 / 0.22738 hartree

Positions of all 96 atoms, in Å:
Ir (-0.649, 1.019, -0.051)
C (-4.467, -1.741, 2.393)
C (-2.975, -1.556, 2.106)
C (-2.153, -1.767, 3.381)
C (-2.447, -2.498, 1.032)
C (-2.706, -3.851, 1.216)
C (-2.131, -4.805, 0.406)
C (-1.192, -4.401, -0.524)
C (-0.881, -3.061, -0.744)
C (0.264, -2.828, -1.700)
C (-0.092, -1.963, -2.905)
C (1.435, -2.296, -0.899)
C (-1.611, -2.077, -0.035)
N (-1.697, -0.660, -0.373)
C (-2.977, -0.372, -0.579)
C (-3.441, 0.923, -0.512)
C (-4.677, 1.583, -0.553)
C (-4.389, 2.912, -0.242)
C (-2.993, 2.995, -0.005)
N (-2.473, 1.787, -0.158)
C (-2.149, 4.188, 0.341)
C (-0.672, 3.784, 0.471)
C (-2.624, 4.787, 1.670)
C (-2.287, 5.236, -0.773)
H (-4.828, -0.921, 3.017)
H (-4.663, -2.672, 2.928)
H (-5.055, -1.751, 1.473)
H (-2.827, -0.523, 1.808)
H (-2.237, -2.797, 3.733)
H (-2.506, -1.100, 4.170)
H (-1.103, -1.553, 3.198)
H (-3.364, -4.156, 2.020)
H (-2.384, -5.851, 0.516)
H (-0.670, -5.148, -1.107)
H (0.566, -3.809, -2.074)
H (-0.352, -0.954, -2.592)
H (-0.943, -2.378, -3.447)
H (0.755, -1.908, -3.593)
H (1.161, -1.359, -0.441)
H (2.315, -2.153, -1.529)
H (1.696, -2.995, -0.103)
H (-3.678, -1.166, -0.812)
H (-5.633, 1.144, -0.790)
H (-5.093, 3.725, -0.167)
H (-0.529, 3.094, 1.316)
H (-0.049, 4.658, 0.661)
H (-0.305, 3.332, -0.465)
H (-2.547, 4.051, 2.472)
H (-3.664, 5.109, 1.602)
H (-2.012, 5.653, 1.935)
H (-1.959, 4.823, -1.728)
H (-1.678, 6.114, -0.545)
H (-3.325, 5.552, -0.882)
Br (5.191, -5.089, -0.270)
C (5.159, -3.691, 1.004)
C (3.964, -3.371, 1.633)
C (3.934, -2.352, 2.564)
C (5.103, -1.640, 2.878)
C (6.301, -2.003, 2.253)
C (6.329, -3.013, 1.309)
N (5.172, -0.573, 3.773)
N (4.118, -0.085, 4.309)
C (2.994, 0.286, 3.660)
C (1.847, 0.488, 4.446)
C (0.587, 0.643, 3.899)
C (0.404, 0.647, 2.516)
O (-0.776, 0.752, 1.957)
C (1.579, 0.592, 1.694)
N (1.360, 0.709, 0.350)
C (2.385, 0.795, -0.478)
C (3.701, 0.750, -0.015)
C (3.944, 0.569, 1.326)
C (2.871, 0.464, 2.228)
H (3.062, -3.913, 1.386)
H (3.005, -2.108, 3.061)
H (7.202, -1.463, 2.513)
H (7.251, -3.274, 0.809)
H (1.980, 0.461, 5.520)
H (-0.286, 0.750, 4.529)
H (2.141, 0.912, -1.526)
H (4.516, 0.847, -0.718)
H (4.962, 0.531, 1.686)
I (2.183, 2.327, -8.535)
C (1.216, 1.948, -6.717)
C (1.760, 2.440, -5.542)
C (1.101, 2.204, -4.343)
C (-0.091, 1.490, -4.321)
C (-0.616, 0.999, -5.510)
C (0.035, 1.220, -6.714)
C (-0.842, 1.222, -3.041)
O (-1.973, 0.776, -3.062)
O (-0.152, 1.494, -1.969)
H (2.684, 3.000, -5.558)
H (1.510, 2.587, -3.417)
H (-1.543, 0.442, -5.471)
H (-0.375, 0.830, -7.635)

Atoms 1-2, force components in eV/Å:
0.591 1.062 0.168
0.020 -0.008 -0.059